# C3H10N3O2

2 unconnected molecules or ions with the total composition C3H10N3O2 in a non-equilibrium geometry (ωB97M-V/def2-TZVPD, the Open Molecules 2025 dataset).

Each line ends with the natural charge from an NBO analysis.
Cartesian coordinates (Å):
C 1.0718 -1.9947 0.6127  -0.717
C -1.4289 1.2015 1.0499  -0.206
C 0.5770 -0.8507 -0.1491  0.205
N -1.1573 1.0800 -0.1683  -0.440
N 1.3571 0.1548 -0.4722  0.285
N -2.2039 0.6921 -0.9296  -0.394
O 1.1229 1.2455 -1.1950  -0.492
O 2.5387 0.2338 0.1724  -0.484
H 0.8510 -2.9213 0.0623  0.283
H 0.4968 -2.2909 1.4336  0.283
H 2.1395 -1.8231 0.8753  0.270
H -2.5261 1.0295 1.3962  0.162
H 0.2660 1.6320 -1.0564  0.518
H -0.6323 1.4173 1.7537  0.199
H -0.4455 -0.9228 -0.5664  0.262
H -3.0809 0.8552 -0.5587  0.372
H -2.1772 0.8376 -1.8840  0.390
H 3.2315 0.4244 -0.3763  0.504

E_HOMO (spin up / spin down): -9.81 / -14.82 eV
Charge: +1
Spin multiplicity: 3
LUMO (spin up / spin down): -4.11 / -6.41 eV
Total energy: -434.45705 Eh
ΔE to the lowest compared entry with this formula, charge and spin: 66.5 kcal/mol
Maximum force: 12.05 eV/Å
Orbital gap (spin up / spin down): 5.70 / 8.42 eV